This record from the OMol25 dataset describes 18 unconnected molecules or ions with the total composition C64H124N16O6S2. The level of theory is ωB97M-V with the def2-TZVPD basis set.

Structure (ORCA input):
```
! RIJCOSX wB97M-V def2-TZVPD def2/J DEFGRID3
* xyz 0 1
H -4.6465 -0.5853 2.2632
H -4.9521 -6.0272 5.4997
C -0.2248 -4.1037 6.7272
N -3.7042 -5.3643 -3.3947
C 3.9673 1.3352 4.1686
N -2.2465 1.8906 4.0705
C 6.1267 4.5952 0.5087
H -7.4447 -5.5317 3.0155
O -3.2608 -3.1600 3.3356
H -3.7997 4.0360 -1.1418
N -2.7991 -1.0765 4.2139
C -5.9617 -2.5387 -2.5656
C 3.2030 0.7416 5.3634
C 2.2075 -1.1040 -4.4562
H -5.6900 -5.8845 2.5032
C 1.7004 3.6507 -7.4596
N 2.8405 0.5066 1.9510
H 4.5268 -4.1895 0.4467
H 6.5157 -0.1943 -1.5186
H 3.7112 1.0342 6.1704
H -1.2505 8.7423 -4.5833
C 0.9979 -6.3395 -5.9481
C 1.1485 5.6637 1.6491
N -1.6267 2.3369 0.4553
H 2.9422 -0.9282 -3.7055
H -0.2061 -4.1062 -7.4030
N 0.8377 -3.9354 5.7626
N -2.1293 5.9517 0.7174
S 5.8296 -0.3281 0.7668
H -0.4286 0.2369 -0.1809
H -0.2004 -6.6444 -7.7840
H -5.6279 -2.2254 -1.5879
C -0.7965 5.7675 -3.4713
H -6.3058 -3.5782 -2.5483
C 7.0803 -1.5933 0.7490
C -1.3746 4.2270 -6.7268
H -3.9850 -5.4813 4.2909
H 1.0644 0.5913 5.9109
H 0.6455 5.7052 -0.5487
H 2.2004 5.8481 1.5034
H 2.0376 -4.3253 -0.4116
H -1.3479 -7.6620 0.3943
H 2.5506 -3.0843 8.1300
H 1.3117 -6.7583 -0.8507
H 4.3268 -2.5173 0.0099
H -2.3148 4.6043 2.4338
O 0.2977 5.8609 -2.9137
H 1.7097 2.8072 -8.0955
C -0.5216 7.9244 -4.7150
C -0.6219 3.0539 -6.4102
H -3.1000 -2.4169 -2.5750
H 1.1686 4.4290 -8.0463
C -2.2843 4.4575 3.5280
H 7.3503 1.0875 -0.5019
H -1.7739 -4.9202 -7.4513
H -4.5385 0.3392 -2.1900
N 4.0909 4.9237 3.3453
N -1.8885 5.2528 -6.9511
H -3.7309 5.4102 6.3451
C -3.9722 3.1605 -0.4107
H 3.4701 4.9393 -3.8570
H -1.2907 4.8315 3.8617
H 6.8405 -2.2703 -0.0704
H -0.3473 6.8446 2.9111
C 2.0425 -3.2710 5.9333
H -5.3227 -2.5400 -4.6922
H 0.7904 7.2186 0.2522
H -1.4815 -1.7774 5.7286
H 4.0271 2.4091 4.2771
H 0.9825 -8.3178 0.0228
C 3.4076 0.7781 2.9165
C -0.2936 -0.7034 0.3651
C 0.5039 -7.4927 -0.5774
H 1.5842 1.5569 -0.1721
C 4.5475 4.3571 2.4362
H -5.6329 2.4854 -1.5793
H -1.1489 2.7004 -5.4927
H 1.2323 -2.1576 7.6017
C -3.3820 5.0876 4.3351
C 5.4453 5.8411 -0.0132
H -2.1844 -5.2642 0.0730
C 3.0124 -3.1661 1.5988
H 6.5519 4.0987 -0.3630
H -0.4815 -1.8314 -2.4788
H 3.6425 3.2167 -3.9852
H 2.7399 -1.6070 7.1630
H 2.3861 -2.7905 -1.1518
H 3.3074 -0.3855 5.2822
N -1.3839 0.7412 -4.0735
H 3.3083 -4.2744 -1.6381
H 8.1223 -1.3542 0.5878
H 1.2854 2.4251 -5.7260
H 2.6909 3.9638 -7.1302
C -6.4300 -5.8202 3.3478
H -5.4775 -1.1748 3.7353
H -0.8356 2.3367 -7.1896
H 1.8769 3.2742 0.3499
H -2.0301 4.9107 6.1226
C -2.6666 2.6694 0.0913
H 2.6616 -1.4678 -5.4099
H 0.7918 -0.5229 -2.2823
C -4.9202 -2.2334 -3.6363
C -3.5623 -1.9728 3.5401
H -4.5036 3.5807 0.4637
H -0.7167 -0.5966 4.4598
H -1.0495 -2.3332 4.0158
C 2.7952 -3.7016 -0.8292
H 0.7416 -6.1707 -4.8574
H -0.2889 -6.4518 1.0716
N -3.6452 -3.6799 6.8329
C -1.7507 4.6375 -3.1379
C -3.0781 4.7161 5.8154
N -1.2157 6.7865 -4.2833
H 1.5330 1.4996 4.2868
H -3.3267 6.1537 4.1171
H 0.2642 8.0629 -3.9209
C -4.7634 2.0601 -1.0364
C 3.7703 -3.4102 0.2778
H -1.1526 3.7267 -3.0052
H 6.9689 -2.2127 1.6399
N 1.7672 -5.4073 2.1593
H 4.7829 5.4883 -0.7488
C -3.5789 -2.8227 -3.4001
H 4.3427 3.4580 0.5627
H 5.5577 1.1263 -1.0490
H 1.3081 7.3317 3.0912
H 5.5185 2.6998 1.6250
H -0.1133 7.8169 -5.7231
C 0.8692 3.3116 -6.2073
C 3.5453 4.0322 -3.2853
H -3.7319 1.7063 -2.9252
H 6.1935 6.4884 -0.4298
H 6.9358 4.8257 1.2077
H 1.7587 2.3311 5.7209
C -2.2593 2.9731 3.8061
C -3.9550 1.2339 -1.9955
H -2.3748 4.8841 -2.2840
H -1.0603 -4.4842 -5.8134
H -2.2806 -6.3544 -1.3625
H -3.0085 0.7979 -1.5534
C -4.0505 -4.2890 5.9656
C 0.1829 -1.1461 -3.0004
C -0.8524 -4.8464 -6.8784
H 5.0446 1.0800 4.0958
H 1.7613 -0.1069 -4.6551
H -5.1058 -2.3419 2.3375
H 1.0114 4.1127 -5.3853
H 4.9603 6.4454 0.7404
O -2.6317 -1.4733 -0.6307
H -6.5551 -6.7915 3.8081
C -5.9680 -4.7054 4.3281
O 3.7210 2.2127 -1.5484
C 2.2429 -4.3907 1.9928
N -0.3637 -4.0988 -2.1657
H 1.3401 -7.3732 -5.9190
H -0.6707 -2.9542 2.0295
C -1.3551 -3.0249 1.2047
H 0.9238 4.6154 1.6575
C -1.5873 -5.7938 -0.6495
C 0.4242 6.2228 0.3960
H -2.9559 -2.6198 -4.2532
H -6.9064 -1.9809 -2.7550
C -4.6499 -5.1571 4.9950
O 6.1978 0.5417 1.9926
H -3.2595 3.6383 6.0174
H 0.8104 5.8007 3.7700
H -2.3834 4.5093 -3.9786
C -1.4535 -1.4824 4.6335
H 2.3154 -2.3325 1.5216
H -4.4342 4.7527 4.0508
H 3.6572 -2.9597 2.4978
N 2.5149 -4.3362 -6.6877
S -1.9363 -1.3619 0.6794
C -1.0198 6.0410 0.5721
H -2.2082 -3.5638 1.5677
C 2.1557 -2.5106 7.3103
H 0.5815 2.9133 -0.7962
C 5.1516 3.6572 1.2710
C -3.6454 -4.2151 -3.3128
H 0.6998 -4.3871 4.8734
H -6.6292 -4.4574 5.2194
C -0.2804 -6.2560 -6.7496
C -0.6838 -0.1049 -3.7026
H 1.5410 4.1935 -2.5018
H -5.1696 1.3936 -0.2826
C 1.0143 -1.9397 -3.9930
H -4.8148 -1.0910 -3.6711
H 0.3109 -0.8055 1.2667
N 2.4309 3.7630 -2.4579
C 6.4119 0.5319 -0.7154
H 0.1133 -3.7404 7.6863
C 1.6063 2.5984 -0.4724
C 2.6042 2.7327 -1.5674
H 0.1551 -1.4336 -0.3179
H -0.9818 -6.9267 -6.2707
H 0.3538 -2.2876 -4.7906
H -0.3494 -5.1759 6.7544
H -5.8018 -3.7996 3.7800
H -0.9260 -3.4857 0.3895
C 1.9225 -5.2402 -6.3122
H -2.8829 -0.1300 3.9111
H 0.2319 -7.9187 -1.5477
H 1.3245 -2.8579 -3.5283
C 0.6550 6.4427 2.9359
H 4.4079 4.1232 -2.6247
C -4.8389 -1.4912 2.9191
C -0.8723 -4.8817 -1.4867
H -1.1883 -3.6416 6.4838
H -2.1021 6.5743 -4.6681
C 1.7480 1.2926 5.3437
C -0.7403 -6.8494 0.1763
O 2.9142 -3.3938 5.1004
*
```

Summary:
HOMO-LUMO gap	9.39	eV
highest occupied orbital energy	-8.9	eV
E	-126171.914	eV

Löwdin population analysis, charges in e, atoms 1 to 4: atom 1 (H): 0.10, atom 2 (H): 0.11, atom 3 (C): -0.09, atom 4 (N): 0.17